Record 1
C47H55FGeN2O4PS2SeSi3W | ωB97M-V/def2-TZVPD

The geometry in XYZ format:
```
118
Properties=species:S:1:pos:R:3:lowdin_charge:R:1
W 0.39 -0.01 0.06 0.86
Se 1.88 2.00 0.52 1.04
Ge 1.81 -1.65 -1.37 0.54
S 2.13 -1.06 1.50 0.54
S -0.49 0.68 2.25 0.69
P -0.76 -2.21 1.14 1.01
Si 4.21 -1.75 -1.63 0.35
Si 1.20 -3.87 -0.73 0.42
Si 0.94 -1.21 -3.61 0.38
F -0.49 8.75 0.44 0.06
O 1.36 3.32 -2.01 -0.12
O -3.48 0.95 -0.71 0.12
O -1.54 -0.09 -0.39 -0.34
O 0.38 1.30 -1.55 -0.33
N 3.76 -0.81 4.78 0.19
N 0.48 1.39 5.75 0.19
C 4.75 -0.47 -2.89 -0.21
C 3.80 1.98 0.42 -0.47
C 5.20 -1.52 -0.06 -0.21
C -4.65 -2.98 2.18 -0.05
C 1.43 -2.58 -4.80 -0.21
C 4.62 -3.45 -2.34 -0.21
C 0.68 3.83 -3.17 -0.02
C 6.57 1.98 0.51 -0.08
C 4.53 2.31 -0.71 -0.11
C -1.04 -5.02 0.81 -0.20
C -1.45 -3.41 -1.10 -0.20
C -0.66 -2.22 5.23 -0.07
C -2.25 -5.70 -1.88 -0.10
C 1.16 -4.97 -2.26 -0.19
C -1.54 6.91 -0.57 0.00
C 0.80 0.41 3.39 -0.68
C -4.78 -1.02 0.82 0.00
C -0.93 -1.04 -3.68 -0.20
C -2.61 -2.03 1.24 -0.24
C -0.82 -6.36 0.12 -0.19
C 1.89 -0.32 3.07 -0.68
C -3.28 -2.99 2.02 -0.10
C -0.51 7.43 0.20 -0.28
C -0.55 4.71 -0.30 -0.22
C -5.41 -1.99 1.58 -0.06
C -0.57 -3.75 0.07 -0.54
C 5.84 1.67 1.65 -0.07
C -1.05 -2.01 3.92 -0.13
C 0.49 6.64 0.73 0.01
C 0.42 -3.05 5.52 -0.06
C 0.64 0.95 4.70 -0.26
C 1.70 0.37 -4.29 -0.21
C 2.44 -4.71 0.42 -0.20
C -3.41 -1.04 0.63 -0.12
C 4.46 1.68 1.62 -0.14
C -2.17 -4.24 -1.86 -0.09
C -1.55 5.54 -0.81 -0.04
C 2.92 -0.58 4.04 -0.27
C 0.46 5.27 0.48 -0.02
C -1.67 -6.61 -1.09 -0.10
C 0.57 2.55 -1.20 -0.71
C -0.63 3.23 -0.56 -0.11
C -0.36 -2.63 2.87 -0.38
C 5.91 2.31 -0.66 -0.08
C 1.10 -3.67 4.49 -0.06
C -2.84 0.06 -0.22 -0.56
C 0.72 -3.45 3.17 -0.13
H 1.95 -4.30 4.70 0.11
H 6.48 2.57 -1.55 0.11
H -2.31 7.56 -0.95 0.12
H 1.45 4.21 -3.82 0.10
H 1.38 -2.17 -5.81 0.04
H -1.19 -1.72 6.03 0.11
H 1.26 7.09 1.33 0.12
H 7.65 1.97 0.54 0.11
H 5.66 -3.44 -2.68 0.04
H 6.26 -1.48 -0.32 0.04
H 4.53 -4.23 -1.59 0.01
H -0.56 -5.06 1.79 0.10
H -1.06 -7.14 0.85 0.12
H 0.73 -3.20 6.55 0.11
H 1.23 4.64 0.90 0.08
H 4.53 -0.80 -3.91 0.02
H -2.71 -3.74 2.54 0.10
H -1.51 -2.36 -1.38 0.07
H 0.14 3.02 -3.67 0.10
H 3.17 -5.24 -0.20 0.03
H 1.97 -5.45 1.06 0.03
H 4.24 0.48 -2.75 0.00
H -2.86 -6.10 -2.69 0.10
H -2.75 -3.77 -2.64 0.10
H -0.01 4.63 -2.89 0.09
H 0.32 -4.75 -2.92 0.02
H 6.35 1.41 2.57 0.11
H 3.89 1.45 2.51 0.09
H 4.01 2.58 -1.62 0.10
H -1.84 -7.65 -1.33 0.10
H -5.34 -0.23 0.34 0.12
H 2.44 -2.96 -4.65 0.01
H -1.41 -2.02 -3.68 0.01
H 1.29 -3.91 2.39 0.06
H 4.00 -3.72 -3.19 0.00
H -2.11 -4.92 0.98 0.11
H -1.18 -0.54 -4.62 0.04
H 2.67 0.18 -4.74 0.02
H -1.46 3.00 -1.25 0.14
H -1.36 -0.44 -2.87 0.01
H 5.05 -2.34 0.65 0.03
H 1.11 -6.03 -1.99 0.03
H 2.08 -4.81 -2.81 0.02
H -5.12 -3.74 2.79 0.11
H 1.04 0.75 -5.08 0.04
H -2.35 5.11 -1.40 0.12
H 1.82 1.15 -3.54 0.00
H 0.23 -6.52 -0.12 0.09
H 0.74 -3.43 -4.75 0.02
H -1.88 -1.35 3.72 0.09
H -6.49 -1.96 1.72 0.11
H 4.94 -0.60 0.46 -0.01
H 2.99 -4.01 1.05 0.01
H 5.83 -0.30 -2.81 0.04
H -0.88 2.70 0.36 0.08
```

Output
- ⟨S²⟩ = 0.766
- spin multiplicity = 2
- E_HOMO (alpha / beta) (eV) = -7.572 / -7.624

=====

Record 2
C47H56ClGeMgN7O4P2 | ωB97M-V/def2-TZVPD

The geometry in XYZ format:
```
119
Properties=species:S:1:pos:R:3:lowdin_charge:R:1
Ge 1.42 0.34 3.01 0.99
Cl 1.05 2.41 0.19 -0.03
P 2.17 -3.02 -0.81 1.14
P -3.20 0.83 -0.80 1.09
Mg 0.78 0.32 -0.96 0.29
O -2.91 1.80 -9.10 -0.17
O 0.28 1.12 -2.73 -0.15
O 1.34 -0.44 -3.95 0.01
O -1.62 3.65 -9.04 -0.16
N 2.77 -0.26 -1.22 0.01
N -0.16 -1.51 -1.49 0.04
N 0.20 -3.30 -2.73 -0.12
N 0.81 -2.01 1.48 -0.20
N 0.97 -4.20 1.41 -0.20
N 4.52 -1.57 -1.19 -0.12
N -1.99 2.52 -8.55 -0.43
C 1.11 -0.91 4.53 -0.26
C -0.66 3.64 4.82 -0.10
C -2.84 2.61 -1.17 -0.54
C 5.35 -2.76 -1.09 -0.05
C 1.77 3.18 3.58 -0.12
C -2.62 2.72 -2.68 -0.11
C 0.26 2.32 -5.62 -0.05
C 6.20 0.84 3.05 -0.12
C 5.45 1.16 1.92 -0.10
C -3.76 0.67 0.96 -0.56
C -5.00 1.38 1.51 -0.11
C 0.68 -2.52 -1.72 -0.44
C 1.58 -3.11 5.47 -0.10
C 4.07 0.99 1.93 -0.12
C -1.17 -1.64 -2.41 -0.14
C -5.90 1.24 -1.97 -0.12
C 3.17 -1.50 -1.02 -0.44
C 0.59 0.54 -3.84 -0.61
C 4.97 -0.32 -1.53 -0.07
C -0.34 -2.54 2.00 -0.09
C 4.17 0.19 4.18 -0.10
C 0.26 4.67 4.72 -0.11
C 1.45 -5.52 1.12 -0.09
C -1.73 0.81 -6.85 -0.02
C 0.86 2.12 3.67 -0.27
C -5.06 -1.09 -1.45 -0.14
C -2.54 1.00 1.83 -0.15
C -1.37 2.05 -7.40 -0.21
C 3.40 0.51 3.06 -0.26
C 0.36 -0.64 5.68 -0.10
C 1.66 -3.02 1.06 -0.35
C -0.25 -3.89 1.95 -0.08
C -1.09 0.34 -5.71 -0.05
C 0.91 -4.39 -3.39 -0.05
C -0.96 -2.74 -3.18 -0.06
C 3.87 0.48 -1.56 -0.11
C 0.81 -2.82 6.59 -0.12
C -0.36 2.80 -6.77 -0.02
C 0.20 -1.58 6.69 -0.11
C 1.11 -0.60 1.30 -0.35
C -3.76 3.71 -0.64 -0.11
C -0.09 1.09 -5.07 -0.18
C 1.72 -2.17 4.46 -0.13
C -4.67 0.34 -1.85 -0.56
C 5.55 0.36 4.18 -0.11
C 1.48 4.44 4.09 -0.09
C -0.36 2.38 4.30 -0.14
H 2.54 -5.51 1.11 0.07
H 3.49 1.25 1.04 0.05
H -5.65 2.22 -2.37 0.06
H -3.54 4.65 -1.15 0.07
H -0.93 -4.65 2.31 0.10
H -1.62 3.81 5.30 0.09
H -1.62 0.54 1.45 0.04
H 5.94 1.54 1.03 0.09
H 1.02 2.91 -5.14 0.11
H 0.03 5.65 5.12 0.09
H -5.58 -1.10 -0.48 0.06
H -4.19 -1.74 -1.37 0.06
H -3.56 2.58 -3.24 0.07
H -2.36 2.07 1.87 0.08
H 2.33 -2.42 3.59 0.09
H 1.11 -5.88 0.14 0.07
H -5.74 -1.52 -2.19 0.07
H -1.36 -0.63 -5.30 0.09
H -6.40 1.38 -1.01 0.05
H -3.60 3.88 0.43 0.06
H 5.21 -3.25 -0.13 0.08
H -2.70 0.64 2.85 0.07
H -0.39 -1.33 7.57 0.09
H 1.92 -4.08 -3.65 0.08
H 3.68 -0.19 5.07 0.09
H 3.78 1.53 -1.76 0.12
H 5.11 -3.47 -1.88 0.08
H -1.89 2.00 -3.04 0.05
H -4.22 0.29 -2.84 0.09
H 1.12 -6.22 1.88 0.08
H 6.13 0.10 5.06 0.09
H 0.69 -3.55 7.38 0.09
H -3.93 -0.41 1.05 0.09
H -4.82 3.49 -0.79 0.05
H -5.15 1.08 2.55 0.07
H 7.27 0.98 3.05 0.09
H -2.51 0.24 -7.34 0.09
H -1.86 2.74 -0.70 0.07
H 2.71 3.03 3.07 0.09
H -0.08 3.75 -7.21 0.09
H -2.23 3.71 -2.93 0.08
H -5.90 1.13 0.96 0.05
H 0.37 -4.65 -4.30 0.08
H 6.01 -0.12 -1.72 0.11
H 2.20 5.24 3.99 0.09
H -1.13 -1.91 2.37 0.12
H 2.06 -4.08 5.38 0.09
H -1.96 -0.91 -2.48 0.06
H -1.10 1.60 4.40 0.08
H -0.11 0.34 5.80 0.07
H 6.39 -2.46 -1.18 0.08
H -4.88 2.46 1.49 0.06
H -1.51 -3.15 -4.01 0.12
H 0.97 -5.27 -2.75 0.07
H 2.16 -0.57 1.01 -0.02
H -6.62 0.78 -2.65 0.07
```

Output
- total charge = -2
- E_HOMO (alpha / beta) (eV) = 0.085 / -1.000

=====

| no. | energy (eV) |
| --- | --- |
| 1 | -241801.911 |
| 2 | -161330.402 |